Entry 1:
Computed, not measured: C6H6 as an isolated structure at a distorted geometry, with the ωB97M-V functional and the def2-TZVPD basis.

Structure (XYZ):
```
12
Properties=species:S:1:pos:R:3:forces:R:3:mulliken_charge:R:1
C -1.071 0.406 1.167 0.082 -2.017 -0.341 -0.685
C -0.887 2.175 0.941 -0.510 -2.002 -1.747 -0.654
C 0.018 1.469 1.708 -1.501 -1.245 0.106 -0.016
C 0.394 1.326 0.228 3.802 1.781 -0.031 -0.736
C -0.158 0.046 0.061 -3.743 2.318 1.872 0.883
C -0.193 -1.036 -0.963 -0.903 2.636 -0.935 -0.949
H -1.885 -0.295 1.550 1.108 1.757 0.046 0.368
H 0.389 1.582 2.705 0.730 -0.457 -0.060 0.501
H 1.342 1.745 -0.127 -0.669 0.064 -0.205 0.378
H 0.017 -0.570 -1.990 -0.220 -0.865 1.432 0.274
H -1.186 -1.509 -0.942 0.645 -0.173 -0.037 0.309
H 0.613 -1.616 -0.642 1.180 -1.797 -0.100 0.327
```
Positions in Å, forces in eV/Å.

Results
- Net charge: 0
- M: 78.11 g/mol
- HOMO-LUMO gap: 8.98 eV
- E_HOMO: -0.316 Ha
- Lowest unoccupied orbital energy: 0.38 eV

Entry 2:
Computed, not measured: a 24-piece molecular cluster, C6H62NO25 overall at a distorted geometry, with the ωB97M-V functional and the def2-TZVPD basis.

Structure (XYZ):
```
94
Properties=species:S:1:pos:R:3:forces:R:3:mulliken_charge:R:1
C 2.423 -1.978 -4.004 3.866 7.722 8.453 -0.611
O 1.248 -1.487 -3.281 0.601 -0.328 -1.021 -0.027
C 1.427 -0.787 -2.092 0.382 1.206 0.806 0.308
C 0.048 -0.402 -1.573 0.325 -0.004 1.583 -0.961
N 0.283 0.320 -0.222 -0.118 0.016 -0.110 0.356
H 0.774 -0.220 0.522 0.545 -0.008 -1.153 0.272
H 0.840 1.208 -0.528 -0.565 -1.413 1.232 0.327
C -0.960 0.702 0.508 -1.749 -0.625 0.325 -1.148
C -0.747 1.640 1.719 0.675 0.424 -1.439 0.378
O -2.032 2.212 1.960 1.904 0.026 0.664 -0.441
C -2.009 2.832 3.226 -5.028 0.405 -0.203 0.072
H 2.939 -1.281 -4.619 -0.294 1.047 -0.845 0.213
H 2.145 -2.745 -4.410 -2.779 -8.466 -4.706 0.539
H 3.260 -2.197 -3.185 -1.746 -0.107 -1.538 -0.132
H 1.968 0.197 -2.235 -0.051 -0.993 -0.106 0.349
H 1.916 -1.366 -1.250 -0.230 0.266 -1.191 -0.163
H -0.596 -1.247 -1.456 -0.235 -0.809 0.541 0.239
H -0.549 0.285 -2.131 0.130 0.741 -0.806 0.545
H -1.560 -0.196 0.914 1.297 1.039 -1.121 0.077
H -1.591 1.198 -0.237 -0.217 0.073 0.325 0.583
H -0.044 2.516 1.323 -0.876 -1.861 1.663 0.062
H -0.462 1.033 2.660 0.219 1.223 -1.482 0.235
H -2.958 3.491 3.232 1.145 -1.288 0.183 -0.402
H -1.289 3.535 3.404 2.721 1.367 0.022 0.536
H -2.132 2.117 4.032 0.200 -0.264 0.103 0.045
O -3.871 1.759 -1.471 0.595 3.367 0.563 -0.655
H -3.405 2.580 -1.930 -1.747 -2.524 1.564 0.300
H -4.347 2.141 -0.624 1.244 -0.943 -1.871 0.346
O -5.592 4.784 2.252 -2.981 -0.509 -1.027 -0.622
H -4.753 4.877 2.587 3.444 0.559 0.980 0.194
H -6.099 4.840 3.063 -0.573 -0.028 0.085 0.341
O 0.304 -4.955 -3.482 0.644 -0.968 -0.208 -0.715
H -0.035 -4.290 -4.062 -0.390 0.753 -0.272 0.299
H 0.541 -4.550 -2.628 -0.093 0.193 0.073 0.457
O 5.304 0.326 -3.161 -1.097 -0.628 -0.279 -0.658
H 5.617 -0.451 -3.683 0.612 1.594 0.799 0.336
H 5.922 0.960 -2.774 0.577 -0.832 -0.730 0.287
O 3.057 -5.633 -4.246 -2.693 1.539 0.564 -0.729
H 2.100 -5.287 -4.066 1.851 -0.551 0.378 0.343
H 2.801 -6.141 -5.001 0.523 -0.950 -0.930 0.340
O 0.792 1.937 -4.270 -1.700 0.261 -1.804 -0.663
H 0.383 1.042 -4.679 0.686 2.912 0.492 0.448
H 0.427 2.790 -4.759 0.908 -3.268 1.264 0.287
O 2.899 -3.082 0.473 0.510 0.630 1.415 -0.556
H 3.514 -2.459 0.065 -0.056 0.098 -0.940 0.319
H 3.177 -2.924 1.397 -0.437 -0.764 -0.407 0.261
O -3.858 -0.455 4.813 -2.955 -1.873 2.772 -0.751
H -4.567 -0.806 5.614 3.536 1.739 -3.272 0.341
H -3.215 0.189 5.166 -0.266 -0.786 0.650 0.329
O 4.463 -5.009 -1.894 1.226 1.869 0.160 -0.566
H 4.986 -4.194 -2.110 -0.410 -1.195 0.639 0.280
H 3.972 -5.074 -2.707 -0.662 -0.787 -0.765 0.377
O 1.459 -0.954 -7.438 -0.733 2.644 0.728 -0.662
H 2.283 -0.545 -7.170 0.095 0.623 0.142 0.321
H 1.733 -1.803 -7.614 0.615 -3.348 -0.895 0.318
O 0.715 -3.980 -1.079 1.238 0.472 -0.439 -0.513
H 1.328 -3.886 -0.349 1.327 0.189 -0.043 0.167
H -0.052 -4.108 -0.581 -2.570 -0.438 0.756 0.283
O 4.550 -1.259 -1.071 -3.393 0.131 5.042 -0.563
H 5.109 -1.838 -1.429 3.629 -3.823 -1.978 0.168
H 4.546 -0.573 -1.652 -0.159 3.496 -2.738 0.282
O 1.641 2.598 -0.709 0.604 3.191 0.889 -0.681
H 2.460 3.070 -0.257 -2.758 -1.264 -1.423 0.296
H 0.897 3.296 -0.844 2.259 -1.447 0.297 0.345
O 1.601 3.394 3.545 -0.302 0.361 3.059 -0.656
H 1.134 2.884 4.348 1.723 2.121 -2.387 0.329
H 2.060 4.246 3.910 -1.420 -2.559 -0.615 0.305
O -5.053 1.873 4.740 -1.699 11.652 1.887 -0.518
H -4.821 1.071 4.769 2.677 -10.153 -0.198 0.359
H -4.572 2.281 5.538 -1.359 -0.748 -1.852 0.275
O 1.817 0.642 4.863 -4.053 -6.225 9.912 -0.559
H 2.127 1.141 4.295 4.653 7.287 -8.993 0.263
H 1.336 -0.090 4.540 -0.649 -0.823 -0.788 0.324
O 1.748 -0.558 2.099 -4.652 -3.046 -3.054 -0.601
H 2.228 0.097 2.404 3.943 5.112 2.343 0.166
H 2.065 -1.346 2.456 0.871 -2.021 0.661 0.200
O -0.456 -0.336 -5.472 1.997 4.159 -8.346 -0.704
H 0.171 -0.770 -6.189 -1.562 1.211 1.963 0.401
H -0.505 -0.846 -4.790 -0.309 -5.224 6.525 0.273
O -3.531 5.847 4.082 0.817 -6.431 -1.701 -0.539
H -3.516 6.663 4.383 -0.224 6.352 2.083 0.247
H -2.754 5.441 4.508 -0.546 0.098 -0.337 0.269
O -1.598 0.504 6.200 -0.118 0.065 0.480 -0.631
H -1.701 0.438 7.170 0.157 0.105 -0.703 0.312
H -1.187 1.355 6.023 0.138 -0.006 0.262 0.316
O -0.683 -2.274 2.366 -1.627 -0.135 -0.627 -0.586
H -1.672 -2.191 2.558 2.374 0.047 0.297 0.324
H -0.097 -1.909 3.035 -0.940 0.108 0.303 0.271
O -3.062 -2.264 -1.778 -3.573 2.174 0.844 -0.597
H -3.233 -2.832 -2.509 0.240 -1.031 -1.029 0.284
H -4.036 -1.834 -1.729 3.456 -1.076 0.219 0.330
O -4.580 2.103 1.355 2.531 -0.158 -0.455 -0.798
H -5.217 2.694 1.784 0.812 0.305 0.127 0.327
H -3.540 2.267 1.530 -3.927 -0.239 -0.287 0.630
```
Positions in Å, forces in eV/Å.

Results
- Net charge: +1
- M: 548.54 g/mol
- HOMO-LUMO gap: 9.28 eV
- E_HOMO: -0.444 Ha
- Lowest unoccupied orbital energy: -2.81 eV

Entry 3:
Computed, not measured: a 2-piece molecular cluster, C6H6BBrO3 overall at a distorted geometry, with the ωB97M-V functional and the def2-TZVPD basis.

Structure (XYZ):
```
17
Properties=species:S:1:pos:R:3:forces:R:3:mulliken_charge:R:1
B 1.668 0.445 -0.682 -1.912 -0.632 -1.055 0.395
C -2.109 0.790 0.853 2.024 2.151 -0.574 -0.174
C -3.171 -0.024 1.137 -1.491 -2.466 0.406 -0.222
C -1.193 0.085 0.108 2.878 0.875 0.236 -0.418
C -2.842 -1.225 0.562 -0.478 -0.699 0.833 -0.090
C 3.269 -0.385 1.247 1.217 1.607 1.462 0.187
C 1.530 0.772 -2.253 1.883 0.126 0.101 -0.775
O 3.241 -1.541 1.309 0.132 -2.230 0.267 -0.309
O -1.596 -1.222 0.039 -0.913 0.923 -0.619 -0.219
O 2.495 0.239 0.290 -0.025 1.459 -0.408 -0.129
Br -3.716 -2.887 0.394 -0.011 0.352 0.226 -0.174
H -2.062 1.840 1.178 0.283 -0.643 -0.424 0.352
H -3.976 0.197 1.828 -0.182 -0.191 -0.539 0.399
H 3.952 0.251 1.982 -1.806 -0.461 -1.990 0.274
H 0.773 0.216 -2.794 -0.379 -0.147 0.569 0.313
H 2.492 0.608 -2.903 -1.370 0.453 1.583 0.281
H 1.245 1.843 -2.299 0.151 -0.477 -0.076 0.309
```
Positions in Å, forces in eV/Å.

Results
- Net charge: 0
- M: 216.83 g/mol
- HOMO-LUMO gap (alpha / beta): 6.69 / 6.69 eV
- E_HOMO (alpha / beta): -0.265 / -0.265 Ha
- Lowest unoccupied orbital energy (alpha / beta): -0.53 / -0.53 eV

Entry 4:
Computed, not measured: an isolated ion of composition C6H6BO2 and charge -1 at a distorted geometry, with the ωB97M-V functional and the def2-TZVPD basis.

Structure (XYZ):
```
15
Properties=species:S:1:pos:R:3:forces:R:3:mulliken_charge:R:1
O 0.012 2.375 -1.504 0.996 1.066 -1.446 -0.740
O -1.916 2.471 -0.118 -0.091 0.563 -0.086 -0.630
B -0.765 1.820 -0.672 -0.720 0.141 0.629 0.355
C 0.929 -1.896 0.568 0.353 -0.199 0.740 -0.395
C 0.327 -1.844 -0.657 -1.788 1.405 -0.765 -0.469
C 0.926 -0.806 1.439 0.386 -0.719 -0.070 -0.423
C -0.375 -0.659 -1.021 1.006 -0.898 0.862 -0.499
C 0.317 0.352 1.082 -0.379 -0.223 -1.139 -0.537
C -0.354 0.406 -0.139 -0.503 0.536 -0.367 0.426
H -1.813 3.351 -0.537 -0.263 -0.557 0.314 0.269
H 1.442 -2.780 0.892 0.165 -0.501 0.036 0.336
H 0.220 -2.687 -1.306 0.454 -0.584 -0.271 0.337
H 1.433 -0.882 2.374 0.442 -0.117 0.587 0.345
H -0.829 -0.493 -1.996 0.053 -0.381 0.131 0.292
H 0.444 1.273 1.596 -0.113 0.467 0.843 0.334
```
Positions in Å, forces in eV/Å.

Results
- Net charge: -1
- M: 120.92 g/mol
- HOMO-LUMO gap: 7.32 eV
- E_HOMO: -0.129 Ha
- Lowest unoccupied orbital energy: 3.80 eV

Entry 5:
Computed, not measured: C6H6Br2N2 as an isolated structure at a distorted geometry, with the ωB97M-V functional and the def2-TZVPD basis.

Structure (XYZ):
```
16
Properties=species:S:1:pos:R:3:forces:R:3:lowdin_spin:R:1
C 1.119 -0.111 0.488 -5.183 3.355 2.894 0.168
C 1.828 -0.699 -0.321 2.401 0.159 -0.623 0.375
C -1.473 -0.198 -1.240 -0.231 -1.723 -2.539 0.227
C -1.007 0.838 0.880 -5.167 2.002 -3.745 0.334
C 3.008 -1.308 -0.919 -2.081 -2.225 -1.677 0.066
C -1.924 1.548 1.757 -2.073 0.801 0.753 0.056
N 0.182 0.529 1.228 8.619 -4.879 -0.055 0.399
N -1.453 0.679 -0.391 -0.044 0.968 2.305 0.184
Br -1.919 0.228 -3.049 -0.019 0.131 0.114 0.043
Br -1.303 -2.115 -1.070 0.379 0.173 0.420 0.075
H 3.615 -1.784 -0.177 0.537 -0.128 0.347 0.001
H 3.578 -0.809 -1.695 -0.007 0.879 0.317 0.015
H 2.563 -2.156 -1.577 0.659 0.816 1.069 0.027
H -1.621 2.466 2.178 1.549 0.825 1.134 0.016
H -2.859 1.984 1.375 0.239 -0.881 -1.264 0.000
H -2.334 0.909 2.532 0.422 -0.273 0.548 0.013
```
Positions in Å, forces in eV/Å.

Results
- Net charge: 0
- M: 265.94 g/mol
- Expectation value of S²: 2.02
- HOMO-LUMO gap (alpha / beta): 6.02 / 6.44 eV
- E_HOMO (alpha / beta): -0.206 / -0.349 Ha
- Lowest unoccupied orbital energy (alpha / beta): 0.43 / -3.05 eV
- Multiplicity: 3

Entry 6:
Computed, not measured: C6H6Br3F2N3O5P as an isolated structure at a distorted geometry, with the ωB97M-V functional and the def2-TZVPD basis.

Structure (XYZ):
```
26
Properties=species:S:1:pos:R:3:forces:R:3:mulliken_charge:R:1
O 1.159 -3.202 0.177 -0.056 -0.060 -0.609 -0.415
C 0.730 -2.653 1.127 0.228 -0.414 0.490 0.528
F 0.530 -3.256 2.259 -0.058 0.057 0.508 -0.188
N 0.362 -1.274 1.186 0.597 0.317 -1.894 0.461
C 1.404 -0.466 1.753 -0.101 -0.064 1.153 0.497
O 1.647 -0.518 2.891 0.290 -0.204 1.133 -0.404
F 2.093 0.303 0.938 -0.562 -0.185 -0.837 -0.080
C -0.217 -0.859 -0.039 -0.595 0.533 1.141 -0.019
N 0.300 -0.993 -1.305 -0.346 0.081 0.068 0.145
C -0.577 -0.483 -2.158 0.100 0.079 -0.046 -0.464
N -1.608 -0.015 -1.470 -0.273 0.014 0.560 0.102
C -1.433 -0.235 -0.107 0.662 -0.984 -0.440 -0.068
P -2.560 0.203 1.267 -0.211 1.535 0.697 0.752
O -2.403 1.625 1.502 0.164 0.333 -0.460 -0.599
O -2.208 -0.643 2.531 -0.196 -0.822 -0.463 -0.442
O -4.015 -0.293 0.861 0.671 -0.417 -0.473 -0.475
H 1.198 -1.409 -1.515 -0.012 -0.099 -0.152 0.255
H -0.486 -0.448 -3.225 0.125 0.022 -0.209 0.454
H -2.406 0.450 -1.874 0.049 0.062 -0.223 0.232
H -2.732 -1.455 2.608 0.126 -0.075 0.253 0.347
H -4.247 0.092 0.006 -0.618 0.019 0.123 0.334
C 3.071 3.197 -1.574 0.208 0.190 0.086 -0.374
Br 2.953 4.144 0.087 -0.021 -0.078 -0.047 0.028
Br 4.851 2.586 -1.941 -0.082 -0.024 0.019 0.023
Br 1.807 1.724 -1.622 -0.020 0.219 -0.339 0.019
H 2.788 3.878 -2.363 -0.068 -0.036 -0.037 0.350
```
Positions in Å, forces in eV/Å.

Results
- Net charge: +1
- M: 508.81 g/mol
- HOMO-LUMO gap: 9.06 eV
- E_HOMO: -0.474 Ha
- Lowest unoccupied orbital energy: -3.83 eV

Entry 7:
Computed, not measured: a 2-piece molecular cluster, C6H6BrF2N overall at a distorted geometry, with the ωB97M-V functional and the def2-TZVPD basis.

Structure (XYZ):
```
16
Properties=species:S:1:pos:R:3:forces:R:3:mulliken_charge:R:1
C -0.809 -0.591 -0.991 -2.980 -2.013 -1.648 -0.436
C -1.311 -0.091 0.259 -1.769 -1.272 0.599 0.213
C 0.393 -0.453 -1.393 1.371 -0.151 -0.312 0.330
C 0.479 1.282 1.221 1.301 0.061 -0.487 -0.337
C 1.717 0.918 1.685 -3.951 0.777 -0.722 0.470
C 1.575 -0.354 -1.886 -0.456 0.118 -0.458 -0.680
N -0.761 0.553 1.169 1.958 1.814 1.818 -0.415
F 2.010 -0.316 2.027 0.660 0.071 0.202 -0.211
F 2.610 1.835 2.018 0.495 -0.547 -0.195 -0.240
Br -0.581 -1.022 4.223 0.022 -0.158 0.277 -0.275
H -1.484 -1.292 -1.684 1.179 1.928 1.639 0.221
H -2.339 -0.381 0.582 0.554 -0.118 -0.817 0.338
H 0.370 2.341 0.882 0.132 -0.973 0.629 0.251
H 2.234 -1.200 -1.872 0.651 0.158 0.175 0.279
H 1.683 0.552 -2.455 0.825 0.082 -0.405 0.248
H -1.125 -0.303 3.126 0.010 0.223 -0.295 0.244
```
Positions in Å, forces in eV/Å.

Results
- Net charge: 0
- SMILES: C=C=C/C=N\C=C(F)F.Br
- M: 210.02 g/mol
- HOMO-LUMO gap: 8.75 eV
- E_HOMO: -0.314 Ha
- Lowest unoccupied orbital energy: 0.20 eV

Entry 8:
Computed, not measured: C6H6BrF3N2 in the gas phase at a distorted geometry, with the ωB97M-V functional and the def2-TZVPD basis.

Structure (XYZ):
```
18
Properties=species:S:1:pos:R:3:forces:R:3:mulliken_charge:R:1
C -1.270 0.119 1.172 0.472 0.061 0.013 -0.294
C 0.081 0.119 1.235 -0.578 0.127 0.297 -0.805
C -1.358 -1.006 -1.037 -0.706 -0.053 -0.087 0.104
C -1.975 0.109 -0.109 -0.230 0.341 0.199 -0.229
C 0.938 0.317 0.111 -0.910 -1.061 -1.579 0.432
C 2.288 -0.366 0.177 0.707 -0.328 0.134 0.764
N -0.173 -1.232 -1.195 1.950 0.755 0.818 -0.579
N 0.919 1.405 -0.712 0.057 -0.100 0.300 -0.374
F 2.215 -1.621 0.610 -0.301 0.025 0.010 -0.236
F 2.914 -0.375 -1.005 -0.202 0.121 -0.252 -0.285
F 3.119 0.278 1.032 -0.290 0.214 0.037 -0.264
Br -3.904 -0.173 0.122 0.383 0.051 -0.070 -0.125
H -1.837 -0.126 2.056 -0.033 0.043 0.115 0.379
H 0.564 -0.176 2.158 -0.004 -0.004 0.087 0.358
H -2.138 -1.552 -1.565 -0.219 -0.075 -0.199 0.403
H -1.897 1.025 -0.697 -0.105 -0.109 0.111 0.239
H 1.455 1.328 -1.562 -0.068 -0.007 -0.017 0.237
H 0.060 1.924 -0.791 0.077 0.000 0.084 0.275
```
Positions in Å, forces in eV/Å.

Results
- Net charge: 0
- M: 243.03 g/mol
- HOMO-LUMO gap (alpha / beta): 7.82 / 7.82 eV
- E_HOMO (alpha / beta): -0.302 / -0.302 Ha
- Lowest unoccupied orbital energy (alpha / beta): -0.41 / -0.41 eV